# 1
15
Properties=species:S:1:pos:R:3:forces:R:3:mulliken_charge:R:1 method="wB97M-V/def2-TZVPD" homo_ev=-8.9 homo_lumo_gap_ev=7.873
C -0.1267 -0.8069 1.3732 4.467 1.185 -0.527 -0.56
N -0.9869 -0.5804 -1.0534 -0.221 -1.826 3.376 -0.17
C 1.1811 0.1376 0.7808 -2.719 -3.093 0.805 0.65
N 0.8022 1.4094 0.6048 0.123 1.645 -0.706 -0.57
C -1.1308 0.5058 -1.8285 0.549 2.337 0.026 0.09
O -1.2313 -0.5921 0.6562 -1.745 0.936 -3.788 -0.32
N 2.2525 -0.3968 0.4314 1.229 0.366 -0.656 -0.74
O -0.6338 1.6088 -1.6432 -1.022 -0.939 -0.416 -0.55
H -1.5261 -1.3970 -1.3169 -0.125 0.209 0.249 0.28
H -0.1275 1.6546 0.9201 0.145 -0.273 -0.036 0.28
H 0.9128 1.7557 -0.3626 0.231 -0.174 1.064 0.33
H 2.3056 -1.4082 0.4425 -0.326 0.108 0.388 0.23
H -0.2075 -0.3525 2.3690 -0.657 -0.368 -0.018 0.33
H 0.2292 -1.8471 1.3761 -0.159 0.183 0.218 0.37
H -1.7128 0.3092 -2.7495 0.228 -0.296 0.022 0.34

# 2
15
Properties=species:S:1:pos:R:3:forces:R:3:mulliken_charge:R:1 method="wB97M-V/def2-TZVPD" homo_ev=-8.8 homo_lumo_gap_ev=9.217
C -1.9283 1.3600 0.2953 -2.960 2.168 0.818 0.01
C 1.0306 -0.0369 -0.7464 1.654 0.411 1.979 -0.51
C 1.5883 -1.1082 0.2863 2.549 -0.241 -1.435 0.62
H -3.4460 1.9453 -1.1601 3.203 -0.920 1.455 0.24
H -1.8787 1.4716 -1.8672 -1.023 -0.260 2.884 0.28
H -2.4414 1.9909 1.0396 0.077 -1.026 0.138 0.32
H -0.9420 -0.4457 -1.1175 0.259 0.510 0.624 0.34
H 1.6103 0.8656 -0.4475 -0.442 -0.245 0.135 0.25
H 1.5026 -0.1747 -1.7574 -1.414 -0.410 0.680 0.30
H 0.0367 -0.5198 1.4983 2.097 -2.258 -1.281 0.57
N -2.4412 1.5349 -0.9391 -2.284 1.459 -4.531 -0.43
N -0.9574 0.6279 0.5972 2.163 -0.034 0.162 -0.60
N -0.3948 0.2888 -0.6322 1.511 -2.414 -3.201 -0.28
O 0.7612 -1.3288 1.3105 -1.099 1.756 0.827 -0.51
O 2.7348 -1.6192 0.1418 -4.290 1.503 0.748 -0.61

# 3
15
Properties=species:S:1:pos:R:3:forces:R:3:mulliken_charge:R:1 method="wB97M-V/def2-TZVPD" homo_ev=-7.0 homo_lumo_gap_ev=7.662
C -0.4920 0.6406 0.1455 0.812 -0.976 1.217 1.04
C 0.4582 -1.2181 0.4122 -1.237 -0.163 -1.077 0.19
C 0.0993 -0.4646 -0.6564 0.385 -0.528 0.649 -0.25
N 0.0790 1.8954 0.0380 -0.281 0.331 -0.030 -0.51
N 0.3507 -0.5621 -2.0324 0.153 -0.031 -0.450 -0.57
O -1.8506 0.6294 0.3087 -0.243 0.133 -0.258 -0.48
O 0.8485 -2.5133 0.4648 0.316 0.418 0.176 -0.48
N 0.1761 -0.4182 1.5043 0.061 0.993 -0.338 -0.71
H -2.2173 1.5005 0.5070 0.296 -0.066 0.041 0.32
H 1.1193 -2.7048 1.3710 0.063 0.002 -0.038 0.34
H -0.3073 2.6184 0.6297 0.107 -0.080 0.077 0.21
H 1.0882 1.8885 0.0547 -0.092 -0.088 0.002 0.23
H -0.2043 0.0468 -2.6177 -0.044 -0.111 0.192 0.23
H 1.3258 -0.4899 -2.2959 -0.096 0.099 0.075 0.21
H -0.4735 -0.8485 2.1663 -0.199 0.067 -0.238 0.23

# 4
15
Properties=species:S:1:pos:R:3:forces:R:3:mulliken_charge:R:1 method="wB97M-V/def2-TZVPD" homo_ev=-9.4 homo_lumo_gap_ev=10.026
C 0.7304 1.9179 0.1783 -0.032 0.454 0.124 -0.82
C -1.4454 -0.4513 1.1028 -0.409 0.086 -0.004 0.03
C 0.6246 -0.0860 -1.2088 0.012 -0.229 0.079 -0.03
H 0.9561 2.4670 -0.7408 -0.034 -0.124 0.126 0.32
H 0.0309 2.5217 0.7725 0.253 -0.216 -0.159 0.26
H 1.6555 1.7590 0.7445 -0.101 0.034 -0.035 0.32
H -2.1565 0.3636 1.2515 0.241 -0.232 -0.056 0.40
H -0.1808 -2.2294 0.3920 0.005 0.096 -0.083 0.43
H 0.9570 0.5285 -2.0482 -0.046 0.029 0.079 0.31
H 0.9907 -1.7256 -2.0571 0.040 -0.067 -0.022 0.23
N 0.1016 0.6656 -0.1728 -0.046 -0.057 -0.227 0.02
N -1.8659 -1.6456 1.1075 0.260 0.361 0.041 -0.26
N 0.6498 -1.3545 -1.1788 -0.027 0.261 -0.025 -0.55
O -0.1094 -0.1101 0.9784 -0.065 -0.122 0.103 -0.33
O -0.9385 -2.6208 0.8792 -0.051 -0.273 0.061 -0.33

Listing DFT total energy for the structures above in their given order: -433.12441; -433.18623; -433.19106; -433.12420 hartree.
Listing energy above the lowest of the compared OMol25 structures with the same formula, charge and spin for the structures above in their given order: 5.398; 3.715; 3.584; 5.403 eV.